(1)
16
Properties=species:S:1:pos:R:3:lowdin_charge:R:1 method="wB97M-V/def2-TZVPD" total_charge=0 smiles=C[C@]12[C@@H]3CN1C[C@@H]32 e_above_lowest_kj_mol=553.5 homo_energy_ha=-0.3009 spin_multiplicity=1 e_lumo_ev=0.991
N -0.34872 0.66963 -0.91318 -0.0302
C 1.46269 -0.50167 -0.17619 -0.0332
C -0.81189 -0.75604 -1.09658 -0.1355
C 1.09795 0.51386 -1.28672 -0.2023
C -0.70952 0.70973 1.76114 -0.0205
C 0.13545 -1.18035 0.02978 -0.2242
C -0.00154 0.24928 0.52745 -0.3490
H -0.29280 0.20949 2.64359 0.0903
H 1.60849 1.48139 -1.22197 0.1104
H -1.86627 -0.83579 -0.81180 0.1125
H 1.43313 0.34712 0.79701 0.1641
H -0.66914 -1.15572 -2.10987 0.1099
H -1.77508 0.45893 1.68864 0.0883
H 1.24195 0.10052 -2.29366 0.1087
H -0.61477 1.79380 1.88930 0.0822
H 0.07341 -2.07463 0.64712 0.1284

---

(2)
89
Properties=species:S:1:pos:R:3:lowdin_charge:R:1 method="wB97M-V/def2-TZVPD" total_charge=0 e_above_lowest_kj_mol=622.6 homo_energy_ha=-0.3436 spin_multiplicity=1 e_lumo_ev=-0.121
O -13.91258 18.54037 8.20867 -0.0542
O -15.30057 14.72644 14.01141 0.0438
O -8.82496 14.26270 8.48538 0.0074
O -4.90298 20.61106 2.00869 0.0297
O -8.23988 6.19308 7.47954 -0.0215
O -13.69611 2.82619 12.24484 0.0216
O -9.57259 19.29769 6.97516 -0.0558
O -19.29760 8.55654 13.12398 0.0418
O -6.16976 8.35072 1.81649 -0.0092
O -1.44750 6.01271 8.30430 -0.0101
O -18.42904 12.11445 6.33538 0.0471
O -11.15153 9.28977 14.37144 -0.0565
O -1.05177 13.48834 5.61961 -0.0163
N -1.64040 15.45490 6.59414 0.1620
N -20.21296 13.03083 7.12992 0.1672
N -9.27758 12.30674 9.53195 0.1562
N -2.28688 7.96085 7.69481 0.1724
N -18.34136 14.03715 7.35917 0.1729
N -4.15047 8.92933 2.86500 0.1392
N -13.66389 4.04301 14.06897 0.1556
N -6.23734 19.37478 3.28259 0.1768
N -13.22976 4.98129 12.11068 0.1575
N -16.40473 15.35638 15.81153 0.1551
N -5.80747 10.11972 3.25104 0.1243
N -8.71971 4.21902 8.40580 0.1671
N -10.61875 13.97377 9.85139 0.1364
N -17.28058 9.34264 12.28471 0.1371
N -8.92186 4.49815 6.27423 0.1762
N -14.75930 16.55203 15.20784 0.1549
N 0.39189 15.03911 6.24783 0.1644
N -18.91708 10.67619 12.60501 0.1401
N -6.03068 21.49689 3.65778 0.1583
N -0.15173 7.81401 7.81505 0.1500
C -18.97189 13.05583 6.85178 -0.8740
C -13.59733 3.92322 12.77714 -0.7904
C -0.78519 14.59279 6.15331 -0.7992
C -8.60576 4.99827 7.38151 -0.8176
C -5.43686 9.04512 2.58110 -0.6994
C -5.66664 20.47202 2.94389 -0.8332
C -15.45197 15.47004 14.94768 -0.8170
C -18.58456 9.41453 12.64806 -0.7484
C -1.32125 7.21081 7.96178 -0.7827
C -9.47462 13.57353 9.27377 -0.7370
H -9.02510 3.25866 8.33819 0.1140
H -12.80462 5.75727 12.59773 0.1064
H -9.20655 18.45944 7.25721 0.0306
H -14.98918 17.18895 15.95722 0.1087
H -16.98554 14.61492 15.44685 0.1207
H -11.09141 14.81252 9.54613 0.1092
H -9.81428 11.90239 10.28597 0.1071
H -20.65462 12.18929 6.78812 0.1289
H 1.10343 14.55026 5.72357 0.1336
H -17.37475 14.08189 7.06976 0.1297
H -9.02423 5.25041 5.60810 0.1352
H -2.07475 8.91515 7.44104 0.1150
H -18.91367 14.84016 7.57767 0.1135
H -14.41698 19.06999 7.59117 0.0296
H -0.02406 8.73682 7.42490 0.1056
H -16.86632 8.42161 12.29881 0.1041
H -1.36887 16.37048 6.92289 0.1140
H -6.54509 21.24397 4.48935 0.1063
H -3.27769 7.79436 7.79824 0.1354
H 0.38697 16.04403 6.34899 0.1150
H -20.74223 13.86869 7.32482 0.1146
H -6.27466 18.58270 2.65704 0.1296
H -13.68987 19.14452 8.91693 0.0271
H -16.75670 16.04697 16.45907 0.1176
H -5.20355 22.07212 3.58656 0.1244
H -13.57029 3.21742 14.64319 0.1213
H -3.63271 8.13183 2.52438 0.1168
H -3.67359 9.69245 3.32361 0.1095
H -12.78898 4.76639 11.22771 0.1181
H -10.48518 19.26997 7.26265 0.0221
H -13.94785 4.91907 14.48368 0.1100
H -6.92563 19.50782 4.00968 0.1082
H -19.81743 10.91837 12.99337 0.1171
H -13.89287 16.69436 14.70869 0.1162
H -16.71204 10.08523 11.90334 0.1003
H -6.76279 10.44596 3.21900 0.1138
H 0.65970 7.21666 7.88485 0.1143
H -9.20649 3.53931 6.13381 0.1251
H -8.39749 4.60855 9.28018 0.1216
H -11.04027 13.47369 10.62102 0.0983
H -11.81929 9.93577 14.60169 0.0276
H -10.69169 9.11671 15.19291 0.0288
H -2.61525 15.27786 6.39811 0.1263
H -8.51913 11.78170 9.12061 0.1231
H -18.32288 11.39836 12.22358 0.1078
H -5.40916 10.26150 4.16829 0.1052

---

(3)
23
Properties=species:S:1:pos:R:3:lowdin_charge:R:1 method="wB97M-V/def2-TZVPD" total_charge=0 e_above_lowest_kj_mol=618.7 homo_energy_ha=-0.3197 spin_multiplicity=1 e_lumo_ev=-0.001
O 2.05489 0.89246 0.86518 -0.0783
O 0.26385 -1.83249 -0.54515 -0.0928
N -0.48045 1.18575 -1.61269 -0.0811
N -1.69714 1.71005 -1.64286 0.0351
N 1.70924 -0.18629 -0.00590 -0.0336
C -0.73730 0.04201 0.64871 -0.1234
C -0.24876 0.13848 -2.41510 -0.1155
C 0.55277 -0.97279 0.45447 -0.6502
C -0.84960 0.92261 1.63687 -0.0180
C 0.77414 -1.67116 1.79938 -0.0102
H 1.71792 1.66196 0.38514 0.0855
H -1.90964 2.29473 -0.84937 0.0970
H -1.62499 -0.40391 0.21783 0.0971
H 0.06842 -1.10735 -1.50433 0.1340
H -1.81509 1.29652 1.95308 0.0499
H -2.47286 1.15715 -2.00890 0.1127
H 1.11393 -0.94543 2.53474 0.0783
H -0.15035 -2.13287 2.13653 0.0850
H -1.05561 -0.21743 -3.06339 0.0843
H 1.52756 -2.44738 1.66129 0.0831
H 2.52023 -0.80087 -0.01436 0.1217
H -0.00437 1.26148 2.21523 0.0522
H 0.74320 0.15477 -2.84642 0.0872

---

(4)
23
Properties=species:S:1:pos:R:3:lowdin_charge:R:1 method="wB97M-V/def2-TZVPD" total_charge=+1 smiles=[NH3+][C@@]1(CO)CCc2ccoc21 e_above_lowest_kj_mol=28.7 homo_energy_ha=-0.4482 spin_multiplicity=1 e_lumo_ev=-3.059
O -0.26221 0.38111 2.98416 -0.0732
O 0.24159 1.98505 -1.31301 0.0837
N -1.62692 0.52961 0.84491 0.2400
C -0.09004 -1.37025 0.17688 -0.0805
C -0.24264 0.14331 0.43434 -0.2470
C 0.77904 1.86215 -2.54453 -0.0632
C 0.24386 0.74037 -0.80134 -0.2249
C 0.77128 -0.16647 -1.68029 -0.1459
C 0.75230 -1.54249 -1.11671 -0.0785
C 1.12498 0.57011 -2.82993 0.0344
C 0.67710 0.58113 1.97314 -0.0795
H 0.86224 2.75332 -3.13184 0.1337
H 1.53709 -0.08069 2.01077 0.1203
H 0.17780 0.32419 3.83910 0.1275
H -1.07178 -1.82103 0.03302 0.1230
H -2.33780 -0.02335 0.34924 0.1808
H 1.76325 -1.88188 -0.89011 0.1282
H 1.55862 0.21182 -3.73930 0.1190
H 0.37459 -1.87576 1.01846 0.1214
H 0.30773 -2.26511 -1.79907 0.1261
H -1.66441 0.35788 1.87867 0.1518
H 0.96796 1.62665 1.85385 0.1174
H -1.78154 1.53207 0.67637 0.1856

---

(5)
9
Properties=species:S:1:pos:R:3:mulliken_spin:R:1 method="wB97M-V/def2-TZVPD" total_charge=0 e_above_lowest_kj_mol=66.9 homo_energy_ha="-0.2848 / -0.3351" spin_multiplicity=3 e_lumo_ev="0.371 / -1.966"
S -2.01518 0.53053 0.38822 0.3131
S -2.22977 0.86669 2.31886 0.7274
P 0.96926 -0.15045 0.88276 0.9656
C 1.28880 -0.37281 -0.96383 -0.0389
H -2.40134 1.75538 -0.23944 -0.0034
H 0.33038 -0.09895 -1.38305 0.0285
H 0.53630 -1.43948 1.37163 -0.0108
H 2.03108 0.33497 -1.36497 0.0061
H 1.49048 -1.42589 -1.01019 0.0126

---

(6)
15
Properties=species:S:1:pos:R:3:lowdin_charge:R:1 method="wB97M-V/def2-TZVPD" total_charge=-1 smiles="[NH-][P@]12=COC(=O)C1=CC=C2" e_above_lowest_kj_mol=175.9 homo_energy_ha="-0.1134 / -0.1133" spin_multiplicity=1 e_lumo_ev="3.774 / 3.774"
P -0.36389 1.11141 -0.12014 0.7511
O 3.03490 -0.84837 -0.54263 0.0543
O 2.16772 0.71452 0.81346 -0.1201
N -0.83672 2.34327 -1.04704 -0.2750
C -1.78427 0.05869 -0.01660 -0.2145
C -0.09430 -1.52172 -0.31812 -0.1517
C -1.47399 -1.26292 -0.15525 -0.1965
C 0.87647 0.98118 1.39853 -0.2404
C 2.07371 -0.24122 -0.11190 -0.5696
C 0.66265 -0.39305 -0.47509 -0.2231
H -2.20140 -2.06183 -0.07798 0.0832
H -2.78127 0.46475 0.02826 0.0516
H 0.51696 0.08828 1.93378 0.0262
H 0.33552 -2.50578 -0.19017 0.1000
H -0.13210 3.07280 -1.11912 -0.0755

---

(7)
37
Properties=species:S:1:pos:R:3:lowdin_charge:R:1 method="wB97M-V/def2-TZVPD" total_charge=+2 e_above_lowest_kj_mol=324.0 homo_energy_ha=-0.5908 spin_multiplicity=1 e_lumo_ev=-6.129
O 2.32535 1.88630 4.41062 -0.0347
O 1.28894 -0.12964 -4.80494 0.0648
O 2.75205 -2.04229 1.40160 -0.0984
O 2.08274 0.43441 -2.24331 -0.0021
O -3.14210 -0.73354 2.12261 0.0174
O 1.15889 1.35315 2.02362 -0.1060
N -3.49930 -0.65806 -0.89363 0.2021
N 1.25773 -0.33673 0.05979 0.1123
C -2.02098 -0.60326 -0.99688 -0.3305
C 0.33097 1.79982 1.01539 -0.2376
C -1.37775 -1.61263 -1.55813 0.1048
C -0.07323 0.41082 0.45831 -0.2304
C -1.22728 0.64463 -0.63656 -0.0863
H 1.05789 2.38099 0.25175 0.1775
H -0.68008 0.85415 -1.62825 0.1470
H -3.15227 -1.46603 2.62352 -0.0006
H -1.91790 1.47662 -0.31844 0.1334
H 2.71653 -2.65499 2.21901 0.1193
H 2.13501 0.10415 0.55060 0.1806
H 2.48412 2.84485 4.49870 0.0809
H 1.48169 0.36897 -5.58615 0.0846
H -3.62556 -0.81848 0.15031 0.1356
H -0.54033 -0.23231 1.31006 0.1665
H 1.55302 1.84977 2.78395 0.0761
H 1.20107 -1.34046 0.38823 0.1221
H -3.89327 0.38515 -1.03840 0.2434
H 3.00872 0.09772 -2.30164 0.1266
H -3.88519 -1.50529 -1.45373 0.2203
H -1.77429 -2.56198 -1.84801 0.0851
H 1.67860 0.21587 -3.03563 -0.0288
H 1.46611 -0.37478 -1.08593 0.1248
H -0.29344 -1.54231 -1.73694 0.0842
H 1.51973 1.77419 4.93751 0.0708
H -0.65392 2.36954 1.24300 0.1483
H 3.47702 -2.38704 0.81659 0.0848
H 0.45395 -0.20886 -4.65474 -0.0519
H -3.67324 -0.04241 2.55617 0.0940